1.
Density functional theory data (ωB97M-V with the def2-TZVPD basis set) for a molecular structure, C25H49BF4O21P2Tl in a non-equilibrium geometry.

Structure (XYZ):
```
103
Properties=species:S:1:pos:R:3:forces:R:3
O 4.3988 0.5652 -5.5861 -2.6989 -0.6885 2.4432
O -1.5207 0.0105 2.8431 -0.5065 -2.4743 0.5770
H -1.3781 0.6416 -2.7448 0.2328 0.5595 0.8168
H 1.9437 1.0206 -2.4332 0.9625 -0.2333 0.0422
C -4.1671 3.6956 -5.5821 0.2744 -0.6438 -0.4962
O 2.6250 1.3880 -4.4313 1.0092 1.5238 0.4494
O 2.9015 -0.7798 -4.4769 -0.3274 -0.7503 0.8790
O 3.7168 1.1810 3.7143 0.0826 1.4322 -1.1783
C -4.4819 4.3045 -4.2432 0.6177 1.1653 -1.9185
H -4.0159 5.2889 -4.2015 0.0118 0.0153 0.2129
O 2.2454 -0.0603 4.7215 -1.9316 -0.4615 -1.9960
H 1.3227 -1.1369 -3.0948 0.4595 -0.7086 -0.3214
H -1.7612 0.7276 6.4015 -0.1960 -0.0280 -0.1890
Tl -0.6121 2.1298 1.0894 -0.3769 0.3137 0.3365
H 1.8348 -2.8209 4.0614 0.2034 0.5040 -0.5130
C -1.6984 0.9519 -3.7394 -0.5247 -2.2233 -1.5306
H -0.5322 -3.8119 -0.3813 -0.1171 -0.5792 0.4673
H 3.1902 3.8609 0.3347 -0.2356 -0.3332 0.4795
C -2.8436 -4.6446 -2.1406 -2.6695 -4.5048 -0.8413
C 4.1849 1.0876 5.0072 0.1582 -0.9279 1.6777
H 0.5182 3.5350 -4.6825 -0.4040 0.0191 -0.2951
C 0.4998 4.6140 -4.5295 -0.3123 -0.4728 -0.7553
H -0.9852 0.4839 -4.4181 0.1564 0.5199 -0.0166
H -4.1542 -3.9652 3.1445 0.5043 0.2811 -0.5301
C -1.5536 -2.8186 -1.9697 -0.2180 -1.1367 -0.1065
H -0.0123 5.1319 -5.3404 0.0418 -0.3576 -0.3359
H -4.9555 -3.8376 5.5280 -0.0436 -0.4224 -0.7258
P -2.2617 3.3905 -2.9102 -1.6823 0.7917 0.3470
O -2.1256 -0.8724 5.2171 -0.3942 -1.3657 -2.0815
H 1.5499 4.8880 -4.6312 -0.0473 0.4829 0.7469
O 1.7782 0.7669 2.6370 1.1637 -0.3145 1.5642
O -3.1322 -2.1396 3.1570 2.1979 1.8767 0.4201
H -5.1270 -2.2675 4.7207 0.0956 0.0610 0.2578
C -3.5281 -3.3815 3.8193 -0.8744 -0.0082 1.1814
H 0.2873 -0.1088 7.5574 -0.7045 0.5525 0.2874
O -1.6857 4.7885 -3.4354 -0.3058 -0.9850 0.2410
H 0.9700 -4.2526 3.9570 -0.0674 -0.4317 -0.6846
C -0.3853 -0.7855 7.0304 -0.0674 -0.6894 -0.8836
F 5.3643 0.4497 4.9855 1.2903 0.3289 -0.2612
H -5.5559 4.4903 -4.2351 -0.0617 -0.6866 1.3952
H 3.6164 2.5976 -0.7869 -0.1442 -0.6062 -0.1446
H -3.7543 -2.7030 5.8405 -0.1969 0.6457 -0.0799
H 0.5675 -1.0272 -1.1581 1.3418 -3.3297 -1.9443
H -4.6931 2.7575 -5.7593 0.0121 -0.2178 0.4104
H 1.8979 -3.6902 2.4496 0.5860 -0.6138 0.4798
O -1.8677 3.0635 -1.4772 -0.8537 -0.0338 -2.3211
C -4.4142 -3.0291 5.0366 0.9731 -0.0376 0.1863
H -3.0987 3.4838 -5.5397 0.0022 0.0325 -0.7816
C 0.0959 -2.6820 2.7127 0.9258 -1.2563 1.1536
H 2.9829 -1.9814 -1.4214 0.5545 -0.2652 -0.6414
H 0.3661 -1.4442 6.5949 -0.3524 -0.5540 -0.3077
H 0.0777 4.4394 -2.4035 -0.0673 -0.3333 0.0030
C -1.2092 -0.0838 5.9272 1.7174 1.2572 1.3885
B 0.2177 -0.2864 -0.4559 3.5377 -0.5312 -0.9143
C -3.0046 0.1562 -4.0009 -0.3086 0.8535 1.0422
C 1.6239 -0.5256 -3.9455 -0.3773 -0.3926 0.4840
H -0.5612 -3.3498 2.1557 0.2963 -0.0577 -0.4113
H 0.3773 -1.8079 2.1254 0.1464 0.1265 -0.1981
H -4.4439 4.2774 -6.4614 0.2561 0.5006 0.2817
H -2.6203 -3.9208 4.0896 -0.1534 -0.1529 -0.0050
H 3.3038 4.1899 -1.3123 -0.8598 -0.0821 -0.9821
O -1.6763 2.3326 -3.9883 -0.2143 0.4812 1.2140
H 1.0502 0.1705 0.0564 3.3410 2.0663 1.1306
H -3.8057 0.5003 -3.3468 -0.1453 0.2886 -0.0812
H -1.7130 -1.7491 -1.8329 -0.3965 -0.2690 0.0536
C 3.2216 0.1473 5.6737 -0.5721 0.2746 2.2918
O -3.4723 -5.5008 -2.7288 1.3871 1.5462 1.8066
C -1.5653 -3.6195 -0.6709 1.4111 0.6725 0.0700
O 4.5071 -1.7406 1.2504 4.6566 -3.6825 0.0026
O -3.8814 3.4631 -3.2502 2.1246 -0.3995 2.0233
H 2.7074 0.5817 6.5311 0.1977 0.3151 0.0968
O 4.9030 -2.5508 -0.8468 1.5878 -0.9649 2.9291
O 1.5962 2.9839 -0.6844 1.4220 0.4187 -0.5067
C 3.4925 -1.1671 0.4787 -0.7077 0.0855 -0.4077
C -0.2626 4.9839 -3.2843 1.6480 0.2462 0.7730
H -0.4043 -0.7777 0.2762 -4.4928 -2.0892 2.5037
H -3.3738 0.1787 -5.0262 0.3420 -0.0037 0.0063
C 1.3064 -3.4291 3.3271 -0.7452 0.6155 -0.8000
C 5.3189 -2.5662 0.4469 -4.8775 4.0843 -0.9050
H -2.8412 -0.8612 -3.6456 0.2002 -0.1517 -0.4718
O -0.6117 -2.2906 3.8574 -1.9656 2.0214 0.2071
F 4.3615 -0.4852 -1.5872 -0.2100 -1.0918 0.1951
O -2.6088 -3.4858 -2.6342 0.2348 3.1029 -1.8279
H 0.8167 1.5176 -3.5689 -0.2521 -0.4178 -0.4076
C 3.4238 0.4074 -4.8633 2.7488 0.8359 -2.9695
H 3.5116 -0.0929 0.6625 0.0362 0.0075 -0.3138
H -0.4660 0.3649 5.2680 -0.2058 0.1612 -0.3536
H -1.0285 -1.3580 7.6988 0.2116 0.1565 0.1767
O -2.3136 -4.7774 -0.8662 0.6680 0.9750 -0.7214
F -2.1202 -2.8300 0.2784 -0.5518 0.1519 0.9474
F 0.7301 -0.7391 -4.9505 -0.1818 0.0929 -0.0071
C 1.7111 0.8995 -3.4912 -1.1454 0.7362 -0.5769
H -0.0004 6.0123 -3.0360 -0.9339 0.2753 -0.1200
C 3.8696 -1.5869 -0.9253 -1.4817 2.4155 -0.8423
H -0.3528 0.5091 -0.9096 -3.7888 3.6671 -1.0143
H -0.6546 -2.9761 -2.5657 0.1978 0.0121 0.0972
O 6.3156 -3.1661 0.8859 0.4113 -0.4379 0.1561
C 2.4976 0.6598 3.6176 -1.1873 -0.8303 -1.0736
H 2.5338 -1.5567 0.8210 0.0427 -0.1227 -0.1018
H 3.6547 -0.7709 6.0703 0.2366 -0.1133 -0.6251
C 2.9273 3.4275 -0.6303 -0.1609 0.5685 1.1207
P -1.8405 -1.2378 3.6548 -1.1978 0.0872 1.0496
H 4.2186 2.0329 5.5488 0.5775 0.2603 -0.5840
```
Positions in Å, forces in eV/Å.

Properties
E_LUMO (spin up / spin down) in eV: -11.28 / -12.84
HOMO (spin up / spin down) in Ha: -0.54420 / -0.54539
Spin multiplicity: 2
Net charge: +2

These are the Löwdin partial charges, in e, on atoms 1 to 2:
1. O 0.175
2. O -0.352



2.
Density functional theory data (ωB97M-V with the def2-TZVPD basis set) for a gas-phase ion, C5H13N2 (charge +1) in a non-equilibrium geometry.

Structure (XYZ):
```
20
Properties=species:S:1:pos:R:3:forces:R:3
N -0.7015 -0.9314 2.3235 0.9277 -0.2021 0.4458
H -1.7408 0.0639 0.8333 0.1538 0.3916 -0.1823
C -0.8987 -0.6178 0.9261 -0.9508 -0.3760 0.0602
H 1.2814 0.1176 -3.0315 0.0161 -0.0165 0.2029
N 1.3317 0.4031 1.3133 -0.7532 -0.1083 1.0062
H 0.8907 1.6542 -1.1059 0.1426 -0.0614 0.3132
H 1.4497 1.4119 1.3825 0.2972 -0.0235 -0.3296
H 0.9309 -0.8828 -0.2107 0.0006 -0.2824 -0.7382
C 0.0521 1.0542 -0.7587 -1.2475 -1.2560 -1.3042
C 0.3670 -0.0707 0.2048 0.6514 0.7435 1.5998
H -1.2373 -1.5181 0.4129 0.1998 0.0411 -0.1641
H -1.1725 -0.3891 3.0307 -0.3781 0.1299 -0.3404
C 0.2110 -0.0787 -2.9974 0.5628 1.3363 -0.0868
H -0.7801 -1.9107 2.5527 0.0396 0.0353 -0.0328
C -0.5436 0.3569 -1.9872 0.6687 -0.8849 -1.0921
H 0.8645 0.0936 2.2034 -0.2338 -0.1835 -0.1634
H -0.1662 -0.3747 -3.9646 -0.4180 -0.6404 0.2525
H -0.7716 1.6672 -0.3931 0.4044 0.3590 0.4622
H 2.2120 -0.1040 1.3601 0.2540 0.3526 -0.5141
H -1.5786 0.0551 -2.0942 -0.3373 0.6457 0.6052
```
Positions in Å, forces in eV/Å.

Properties
E_LUMO in eV: -3.23
SMILES: C=CC[C@@H]([NH3+])CN
ΔE to the lowest compared entry with this formula, charge and spin in kcal/mol: 48.35
HOMO in Ha: -0.49158
Net charge: +1

These are the Löwdin partial charges, in e, on atoms 1 to 2:
1. N 0.000
2. H 0.126



3.
Density functional theory data (ωB97M-V with the def2-TZVPD basis set) for 2 unconnected molecules or ions with the total composition C5H12NO in a non-equilibrium geometry.

Structure (XYZ):
```
19
Properties=species:S:1:pos:R:3:forces:R:3
H 0.9947 0.4589 2.6525 -0.1910 0.0276 -0.1719
H -1.7401 -1.7696 0.0179 0.0464 0.3004 0.4256
O -0.1671 -0.8797 -1.8752 -0.0989 -0.0310 0.2690
H -1.3775 2.5992 0.9772 0.2326 -0.1829 -0.5448
C 0.2126 1.0102 2.1194 1.2736 0.0632 -0.5972
C -0.7086 -2.0651 0.2381 -0.4500 -0.3043 -0.6770
H 1.0792 -2.1945 -0.8949 -0.0388 -0.2293 -0.3309
H 0.3061 -0.1369 -1.4035 0.0481 -0.3072 0.0992
H -0.2114 -1.3935 0.9315 -0.2867 0.2601 0.1100
H -0.3622 -2.9306 -1.7165 0.3528 0.6920 0.1602
H -1.4364 1.5386 -0.4566 0.2148 -0.1402 0.0510
H -0.3594 2.9396 -0.4671 -0.0803 -0.0515 0.0398
C 0.0090 -2.0612 -1.1193 0.2915 -0.4361 0.3033
C -0.7689 2.1450 0.1648 -0.3364 0.5184 0.6189
H -0.5795 1.4110 2.7174 -0.3421 0.2649 0.1367
N 1.2900 0.9929 -0.1329 0.2170 0.3094 -0.0879
H 2.1308 0.6473 0.3223 -0.0782 -0.3955 0.1140
C 0.3833 1.3566 0.7799 -1.0964 -0.5870 0.3155
H -0.7824 -3.0740 0.6837 0.3222 0.2289 -0.2335
```
Positions in Å, forces in eV/Å.

Properties
E_LUMO in eV: 4.14
ΔE to the lowest compared entry with this formula, charge and spin in kcal/mol: 5.10
HOMO in Ha: -0.08143
Net charge: -1

These are the Löwdin partial charges, in e, on atoms 1 to 2:
1. H -0.001
2. H 0.067



4.
Density functional theory data (ωB97M-V with the def2-TZVPD basis set) for a single C3H7N5 molecule in a non-equilibrium geometry.

Structure (XYZ):
```
15
Properties=species:S:1:pos:R:3:forces:R:3
H 2.8627 0.0380 1.2640 -0.1249 -0.1025 0.9057
N -0.7927 1.9790 -0.0021 -0.2593 -1.7286 1.1710
C 2.6707 -0.1372 0.2202 1.3962 -1.7830 0.2749
N -1.3691 -1.5256 0.1278 -0.2128 -1.4873 -0.0377
H 0.5445 -2.3406 -0.5639 -1.3115 0.1480 0.6407
N 1.4503 0.4683 -0.0851 0.6231 1.6851 -0.5641
N -1.8466 -0.2241 0.2395 0.7025 0.5078 -0.5263
H -1.6983 2.3757 0.0429 -0.4407 0.2997 -0.4964
N -0.7770 0.5810 -0.2591 -1.9304 2.4380 -0.8980
H 3.5644 0.3758 -0.1780 -0.5422 -0.4411 -0.7205
H 0.0408 2.5012 -0.1847 0.1904 -0.3631 -0.2250
C 0.3512 -0.0940 -0.2740 0.7323 -2.1536 0.6479
H 2.7271 -1.2771 0.1123 0.1093 1.3380 -0.2746
H -1.8894 -0.0371 1.2347 -0.3781 0.0414 0.5125
C -0.1562 -1.5332 -0.2584 1.4460 1.6013 -0.4100
```
Positions in Å, forces in eV/Å.

Properties
E_LUMO in eV: 0.84
SMILES: C/N=c1\cn[nH]n1N
ΔE to the lowest compared entry with this formula, charge and spin in kcal/mol: 101.24
HOMO in Ha: -0.28468

These are the Löwdin partial charges, in e, on atoms 1 to 2:
1. H 0.061
2. N 0.103



Values for total energy, eV, ordered as above
-104511.8935; -8368.7137; -8916.8423; -10670.6106